ORCA calculation (wB97M-V/def2-TZVPD) on one molecule with the formula C4H8O2.

Each atom is followed by the atoms it is bonded to, with distances in Å.
Element x y z (Å)
1 O 0.43 -1.90 -0.11  C2 1.403, H7 0.972
2 C 1.10 -0.92 0.64  O1 1.403, C3 1.529, H8 1.097, H9 1.094
3 C 0.25 0.36 0.67  C2 1.529, C4 1.521, O6 1.444, H10 1.095
4 C 0.11 1.02 -0.69  C3 1.521, C5 1.544, H11 1.091, H12 1.089
5 C -1.37 0.58 -0.58  C4 1.544, O6 1.437, H13 1.092, H14 1.092
6 O -1.15 0.02 0.72  C3 1.444, C5 1.437
7 H -0.49 -1.82 0.18  O1 0.972
8 H 1.30 -1.28 1.66  C2 1.097
9 H 2.05 -0.71 0.16  C2 1.094
10 H 0.53 1.02 1.49  C3 1.095
11 H 0.41 2.07 -0.75  C4 1.091
12 H 0.58 0.46 -1.50  C4 1.089
13 H -1.56 -0.18 -1.34  C5 1.092
14 H -2.20 1.28 -0.55  C5 1.092

Maximum force, hartree/bohr: 0.01169
Energy above the lowest of the compared OMol25 structures with the same formula, charge and spin, eV: 2.0255
Calculated total energy, eV: -8371.25628
SMILES: OC[C@H]1CCO1
Net charge: 0
HOMO-LUMO gap, Eh: 0.405
HOMO level, eV: -10.0